(1)
Density functional theory data (wB97M-V/def2-TZVPD) for C22H16MnN7S2Si as an isolated structure in a non-equilibrium geometry.

Geometry as ORCA input:
```
! wB97M-V def2-TZVPD RIJCOSX def2/J DEFGRID3
* xyz -1 2
Mn -1.119 -0.992 -0.722
N -3.584 1.317 1.703
C -2.880 1.287 0.580
N -2.364 0.089 0.453
C -2.794 -0.575 1.558
N -3.550 0.139 2.348
C -2.355 -1.944 1.695
C -2.632 -2.764 2.777
N -2.193 -4.009 2.880
C -1.437 -4.426 1.848
C -1.141 -3.635 0.774
N -1.605 -2.369 0.655
H -4.084 2.090 2.104
H -2.770 2.115 -0.104
H -3.238 -2.370 3.589
H -1.061 -5.440 1.904
H -0.529 -3.999 -0.040
S -0.210 -2.345 -2.323
C -0.688 -1.157 -3.436
S -1.583 0.111 -2.716
C -0.401 -1.223 -4.859
C 0.913 -0.985 -5.321
N 1.982 -0.736 -5.704
C -1.455 -1.517 -5.758
N -2.317 -1.804 -6.481
C -0.248 3.329 3.151
C -0.266 3.463 1.764
C 0.086 2.387 0.957
C 0.468 1.153 1.505
C 0.474 1.041 2.900
C 0.124 2.116 3.717
Si 0.875 -0.316 0.363
C 2.326 0.356 -0.656
C 2.334 0.434 -2.053
C 3.451 0.892 -2.753
C 4.575 1.315 -2.053
C 4.586 1.258 -0.661
C 3.482 0.768 0.024
H -0.514 4.168 3.784
H -0.549 4.411 1.316
H 0.079 2.504 -0.126
H 0.761 0.096 3.354
H 0.147 2.010 4.797
H 1.586 -1.238 1.305
H 1.463 0.128 -2.617
H 3.435 0.893 -3.839
H 5.443 1.686 -2.589
H 5.464 1.585 -0.109
H 3.514 0.701 1.112
*
```

**Expectation value of S²**: 0.93
**Kohn-Sham gap (alpha / beta)**: 5.758 / 5.633 eV
**Lowest unoccupied orbital energy (alpha / beta)**: 0.058 / 0.054 Ha

Results of the natural (NBO) charge analysis, in e, for atoms 1 through 4: 0.457, -0.324, 0.233, -0.503

***

(2)
Density functional theory data (wB97M-V/def2-TZVPD) for one molecule with the formula C22H16N4O3S.

Geometry as ORCA input:
```
! wB97M-V def2-TZVPD RIJCOSX def2/J DEFGRID3
* xyz 0 1
O 2.156 0.968 -1.513
C 2.044 1.955 -0.816
N 0.888 2.394 -0.260
C -0.373 1.787 -0.263
C -1.401 2.427 0.429
C -2.666 1.884 0.461
C -2.939 0.683 -0.194
C -1.906 0.046 -0.879
C -0.637 0.588 -0.918
H 0.153 0.087 -1.451
H -2.092 -0.886 -1.390
C -4.282 0.136 -0.150
C -4.765 -1.034 -0.705
N -6.089 -1.082 -0.378
C -7.179 -1.888 -0.560
C -8.282 -1.389 0.027
S -7.996 0.128 0.840
C -6.342 0.055 0.355
N -5.287 0.801 0.509
H -9.264 -1.814 0.040
H -7.099 -2.803 -1.118
H -4.292 -1.801 -1.280
H -3.466 2.373 0.993
H -1.200 3.356 0.945
H 0.943 3.217 0.324
C 3.258 2.798 -0.435
H 3.010 3.854 -0.337
H 4.012 2.671 -1.212
C 3.819 2.260 0.894
N 3.943 0.824 0.828
C 2.894 -0.023 1.167
O 1.882 0.332 1.717
C 3.325 -1.372 0.739
C 2.686 -2.590 0.830
C 3.343 -3.703 0.315
C 4.596 -3.591 -0.267
C 5.240 -2.360 -0.360
C 4.587 -1.257 0.149
C 4.983 0.171 0.179
O 5.978 0.708 -0.235
H 6.212 -2.265 -0.817
H 5.080 -4.473 -0.660
H 2.868 -4.672 0.367
H 1.709 -2.668 1.280
H 4.806 2.684 1.088
H 3.142 2.487 1.722
*
```

**SMILES string**: O=C(CCN1C(=O)c2ccccc2C1=O)Nc1ccc(-c2cn3ccsc3n2)cc1
**Kohn-Sham gap**: 7.407 eV
**Lowest unoccupied orbital energy**: -0.008 Ha

Results of the natural (NBO) charge analysis, in e, for atoms 1 through 4: -0.620, 0.688, -0.591, 0.144

***

(3)
Density functional theory data (wB97M-V/def2-TZVPD) for C22H17AuClN3 as an isolated structure in a non-equilibrium geometry.

Geometry as ORCA input:
```
! wB97M-V def2-TZVPD RIJCOSX def2/J DEFGRID3
* xyz 2 3
Au 0.000 -0.310 0.718
C 4.552 0.219 0.731
C 4.667 1.596 0.751
C 3.511 2.408 0.708
C 2.278 1.769 0.657
N 2.170 0.410 0.756
C 3.264 -0.345 0.803
C 0.964 2.485 0.500
C 0.917 3.853 0.301
C -0.318 4.438 0.118
C -1.440 3.657 0.009
C -1.339 2.292 0.174
N -0.133 1.763 0.422
C -2.483 1.305 0.177
C -3.791 1.677 -0.052
C -4.791 0.715 0.169
C -4.452 -0.570 0.607
C -3.120 -0.853 0.812
N -2.178 0.062 0.603
H 5.438 -0.430 0.749
H 5.637 2.069 0.786
H 3.661 3.478 0.668
H 3.122 -1.416 0.854
H 1.813 4.471 0.341
H -0.358 5.506 -0.008
H -2.326 4.177 -0.294
H -4.007 2.659 -0.453
H -5.822 1.011 -0.082
H -5.144 -1.343 0.757
H -2.775 -1.816 1.169
Cl 0.185 -3.937 -4.431
C 0.108 -3.592 -2.745
C -1.089 -3.620 -1.983
C -1.049 -3.276 -0.661
C 0.180 -2.871 -0.045
C 0.182 -2.457 1.308
C 1.408 -2.965 -0.813
C 1.368 -3.335 -2.146
H -1.997 -3.937 -2.490
H -1.921 -3.360 -0.037
H 1.152 -2.592 1.860
H -0.690 -2.766 1.903
H 2.385 -2.745 -0.401
H 2.261 -3.489 -2.770
*
```

**Expectation value of S²**: 2.03
**Energy relative to the best compared isomer or geometry (same formula, charge and spin)**: 0.0 kcal per mole
**Kohn-Sham gap (alpha / beta)**: 6.792 / 6.363 eV
**Lowest unoccupied orbital energy (alpha / beta)**: -0.249 / -0.327 Ha

Results of the natural (NBO) charge analysis, in e, for atoms 1 through 4: 1.137, -0.219, -0.109, -0.194

***

(4)
Density functional theory data (wB97M-V/def2-TZVPD) for C22H17BeN7S as an isolated structure.

Geometry as ORCA input:
```
! wB97M-V def2-TZVPD RIJCOSX def2/J DEFGRID3
* xyz 2 1
Be -0.293 -2.545 -0.690
N 1.705 0.572 -0.208
C 2.820 -0.258 -0.345
C 4.181 0.018 -0.342
C 5.019 -1.064 -0.512
C 4.518 -2.364 -0.683
C 3.164 -2.627 -0.686
C 2.311 -1.544 -0.507
N 0.906 -1.465 -0.469
C 0.614 -0.173 -0.282
C -1.676 -0.402 -1.164
C -3.285 1.377 -1.661
S -4.385 0.725 -0.392
C -3.906 -0.933 -0.339
N -2.687 -1.206 -0.613
H 1.699 1.572 -0.052
H 4.564 1.021 -0.215
H 6.089 -0.909 -0.517
H 5.217 -3.178 -0.819
H 2.794 -3.633 -0.829
H -3.882 1.892 -2.404
H -4.612 -1.695 -0.031
N -0.374 6.401 4.455
C -0.505 5.606 3.638
C -0.658 4.609 2.616
C -1.300 4.913 1.419
C -1.442 3.954 0.435
C -0.937 2.668 0.632
C -0.299 2.361 1.835
C -0.161 3.327 2.819
N -1.049 1.700 -0.384
C -1.857 1.898 -1.551
C -2.113 0.579 -2.201
N -1.649 -1.851 -1.292
C -0.806 0.306 -0.130
H -1.694 5.908 1.261
H -1.954 4.217 -0.480
H 0.100 1.373 2.031
H 0.331 3.083 3.749
H -1.638 2.770 -2.151
H -2.008 0.355 -3.253
H -1.147 0.011 0.872
C 0.090 -6.716 -0.014
C -0.033 -5.295 -0.244
N -0.129 -4.169 -0.427
H -0.170 -7.244 -0.932
H -0.591 -7.004 0.787
H 1.118 -6.942 0.270
*
```

**Energy relative to the best compared isomer or geometry (same formula, charge and spin)**: 0.8 kcal per mole
**Kohn-Sham gap**: 7.169 eV
**Lowest unoccupied orbital energy**: -0.238 Ha

Results of the natural (NBO) charge analysis, in e, for atoms 1 through 4: 1.660, -0.466, 0.077, -0.193

***

(5)
Density functional theory data (wB97M-V/def2-TZVPD) for C22H17BrN8OPtS4Sb as an isolated structure in a non-equilibrium geometry.

Geometry as ORCA input:
```
! wB97M-V def2-TZVPD RIJCOSX def2/J DEFGRID3
* xyz 0 6
Pt 0.804 1.044 -0.533
S 3.208 2.728 -4.011
Sb 0.919 3.830 -3.943
S -0.190 1.978 -4.761
S 1.105 3.345 -1.461
S -0.299 1.127 1.614
C -0.013 -0.569 2.043
N 0.110 -1.015 3.301
N -0.164 -0.352 4.402
C -1.174 0.534 4.766
C -0.958 1.305 5.914
C -1.929 2.182 6.355
C -3.131 2.295 5.669
C -3.355 1.514 4.543
C -2.393 0.630 4.093
N 0.146 -1.471 1.085
N 0.527 -1.060 -0.092
C 0.009 -1.652 -1.285
C 0.667 -0.755 -3.149
C 0.224 -1.657 -4.319
C -0.849 -3.358 -3.431
C -1.440 -3.471 -2.067
C -1.053 -2.676 -1.078
H 0.462 -0.622 5.145
H -0.015 1.221 6.442
H -1.747 2.782 7.236
H -3.891 2.981 6.017
H -4.294 1.592 4.011
H -2.588 -0.002 3.240
H 1.323 0.077 -3.408
H 0.626 -1.403 -5.296
H -1.020 -4.267 -4.003
H -2.210 -4.217 -1.906
H -1.472 -2.734 -0.082
Br -1.972 -2.542 -6.019
C -1.260 -2.071 -4.256
C -2.170 -1.098 -3.587
C -1.720 -0.326 -2.606
N -0.376 -0.413 -2.150
C 1.101 -1.990 -2.340
C 0.633 -2.903 -3.494
H -3.201 -1.041 -3.910
H -2.362 0.368 -2.079
H 2.101 -2.129 -1.941
H 1.352 -3.633 -3.852
N 3.088 1.803 2.199
C 2.678 2.465 1.086
O 2.189 3.582 1.135
C 2.936 1.730 -0.202
C 3.966 0.755 -0.183
N 4.813 -0.024 -0.115
C 2.615 2.354 -1.480
N 3.354 2.163 -2.509
H 2.895 2.218 3.092
H 3.394 0.846 2.162
*
```

**Expectation value of S²**: 8.81
**Energy relative to the best compared isomer or geometry (same formula, charge and spin)**: 94.0 kcal per mole
**Kohn-Sham gap (alpha / beta)**: 6.477 / 4.977 eV
**Lowest unoccupied orbital energy (alpha / beta)**: -0.023 / -0.115 Ha

Results of the natural (NBO) charge analysis, in e, for atoms 1 through 4: 0.798, 0.210, 0.780, -0.346

***

(6)
Density functional theory data (wB97M-V/def2-TZVPD) for one molecule with the formula C22H17Cl2NO4S.

Geometry as ORCA input:
```
! wB97M-V def2-TZVPD RIJCOSX def2/J DEFGRID3
* xyz 0 1
O -3.411 -0.760 2.416
C -2.822 0.120 1.833
C -3.339 0.707 0.573
C -4.228 -0.061 -0.178
C -4.733 0.413 -1.373
C -4.365 1.669 -1.828
C -3.496 2.448 -1.080
C -2.981 1.974 0.112
H -2.326 2.606 0.692
H -3.221 3.433 -1.428
H -4.759 2.044 -2.760
H -5.416 -0.193 -1.949
H -4.506 -1.035 0.196
C -1.475 0.628 2.323
H -1.237 0.134 3.266
H -1.500 1.705 2.487
C -0.388 0.296 1.285
N 0.907 0.767 1.716
C 1.813 1.289 0.820
C 1.435 2.212 -0.158
C 2.369 2.775 -1.004
C 3.708 2.445 -0.902
C 4.104 1.530 0.061
C 3.173 0.952 0.912
Cl 3.681 -0.224 2.079
Cl 5.764 1.082 0.176
H 4.444 2.884 -1.556
H 2.051 3.487 -1.750
H 0.399 2.499 -0.243
H 1.331 0.120 2.377
C -0.326 -1.224 1.136
O 0.300 -1.940 1.869
O -1.010 -1.638 0.070
C -0.953 -3.037 -0.187
H -1.498 -3.588 0.587
C 0.472 -3.596 -0.245
O 0.691 -4.740 0.080
C 1.520 -2.717 -0.744
C 2.868 -2.958 -0.625
C 3.661 -1.959 -1.209
C 2.916 -0.973 -1.782
S 1.235 -1.225 -1.592
H 3.257 -0.098 -2.300
H 4.736 -1.967 -1.210
H 3.247 -3.829 -0.122
H -1.441 -3.178 -1.154
H -0.648 0.722 0.313
*
```

**SMILES string**: O=C(C[C@@H](Nc1cccc(Cl)c1Cl)C(=O)OCC(=O)c1cccs1)c1ccccc1
**Energy relative to the best compared isomer or geometry (same formula, charge and spin)**: 1.3 kcal per mole
**Kohn-Sham gap**: 8.528 eV
**Lowest unoccupied orbital energy**: -0.001 Ha

Results of the natural (NBO) charge analysis, in e, for atoms 1 through 4: -0.522, 0.560, -0.108, -0.165

***

Which formula does entry 2 have? C22H16N4O3S